ORCA calculation (ωB97M-V/def2-TZVPD) on a molecular structure, C13H25Br3O9.

Computed properties:
Frontier orbital gap   10.344 eV

Geometry (Å):
C (-4.1060, -3.4264, -4.6452)
C (-4.5650, -2.5575, -3.4873)
O (-3.5514, -1.5625, -3.2542)
C (-3.6029, -0.9665, -2.0707)
O (-4.4623, -1.1126, -1.2451)
O (-2.5309, -0.1767, -1.9640)
C (-2.3712, 0.4337, -0.7036)
H (-4.8375, -4.2266, -4.7670)
H (-3.1065, -3.8121, -4.4711)
H (-4.1382, -2.8700, -5.5852)
H (-4.6497, -3.1948, -2.6075)
H (-5.5024, -2.0619, -3.7282)
H (-3.2976, 0.8853, -0.3470)
H (-1.6390, 1.2331, -0.7510)
H (-2.0482, -0.3170, 0.0190)
C (1.4536, 4.1576, 2.1005)
C (0.6542, 3.5622, 3.2334)
O (0.9656, 4.3771, 4.3941)
C (0.3076, 4.0503, 5.4956)
O (-0.3749, 3.0765, 5.6501)
O (0.5181, 4.9955, 6.4105)
C (0.0216, 4.7256, 7.6938)
H (2.5109, 4.1436, 2.3718)
H (1.1121, 5.1795, 1.9438)
H (1.3430, 3.5917, 1.1796)
H (0.9270, 2.5315, 3.4472)
H (-0.4206, 3.6753, 3.0942)
H (0.3832, 5.4971, 8.3738)
H (0.3416, 3.7598, 8.0858)
H (-1.0703, 4.7718, 7.7457)
C (0.2628, -3.4988, -1.6242)
C (1.4399, -2.6772, -1.1321)
O (1.9461, -1.8206, -2.1567)
C (2.9669, -2.2856, -2.8637)
O (3.6039, -3.2796, -2.6435)
O (3.1842, -1.4406, -3.8774)
C (4.2695, -1.7905, -4.7249)
H (-0.6121, -2.8880, -1.8478)
H (0.0333, -4.3208, -0.9497)
H (0.5365, -3.9821, -2.5719)
H (2.2164, -3.3450, -0.7555)
H (1.1654, -2.0326, -0.2990)
H (5.2141, -1.7665, -4.1828)
H (4.2487, -1.0700, -5.5336)
H (4.1438, -2.8064, -5.1007)
C (2.2434, 0.2256, 1.8590)
Br (0.9306, 0.8388, 0.5632)
Br (3.9829, 0.2030, 1.0528)
Br (1.7572, -1.5277, 2.4796)
H (2.2025, 0.9021, 2.6973)

***

ORCA calculation (ωB97M-V/def2-TZVPD) on 2 unconnected molecules or ions with the total composition C13H25BrNO6.

Computed properties:
Total charge   -1
Frontier orbital gap   4.465 eV

Geometry (Å):
C (-1.7829, -5.4125, -0.9453)
C (-0.8166, -4.5041, -1.7324)
O (-0.8535, -3.1576, -1.3141)
C (0.0285, -2.8162, -0.2716)
N (0.4692, -3.9412, 0.5490)
C (-0.5606, -1.7006, 0.6225)
C (-2.0896, -1.7730, 0.7966)
C (-2.5381, -2.3243, 2.1524)
O (-3.9624, -2.0575, 2.2869)
C (-4.1751, -1.1340, 3.2764)
O (-4.3085, -1.4472, 4.3766)
O (-0.1496, -0.4129, 0.2022)
C (-0.1116, 0.5123, 1.2555)
C (1.2875, 0.6403, 1.8653)
C (2.3460, 0.9272, 0.8222)
O (3.3339, 0.3544, 0.7908)
Br (1.9131, 2.3015, -0.4584)
H (-2.2783, -4.7653, -0.2206)
H (-1.2550, -6.1546, -0.3533)
H (-2.5506, -5.8434, -1.5768)
H (0.1819, -4.9255, -1.7918)
H (-1.1892, -4.4990, -2.7560)
H (0.9309, -2.3819, -0.7133)
H (-0.1776, -4.1615, 1.2970)
H (1.3728, -3.6895, 0.9233)
H (-0.1244, -1.8683, 1.6142)
H (-2.6081, -2.3130, 0.0097)
H (-2.4606, -0.7509, 0.7515)
H (-2.3779, -3.4003, 2.1758)
H (-2.0088, -1.8335, 2.9650)
H (-4.2417, -0.0871, 2.9564)
H (-0.4454, 1.4879, 0.9221)
H (-0.7856, 0.2443, 2.0768)
H (1.5471, -0.2011, 2.5000)
H (1.2294, 1.5052, 2.5309)
C (2.3965, 7.1281, -3.4647)
C (2.0391, 6.1889, -2.2910)
C (3.3506, 5.6377, -1.6933)
O (1.2981, 5.1583, -2.7540)
H (2.9380, 6.5930, -4.2491)
H (1.4932, 7.5591, -3.9031)
H (3.0339, 7.9653, -3.1306)
H (1.5967, 6.8478, -1.4985)
H (3.9210, 5.0631, -2.4279)
H (3.1413, 4.9888, -0.8399)
H (4.0029, 6.4529, -1.3335)

***

ORCA calculation (ωB97M-V/def2-TZVPD) on a gas-phase ion, C13H25Cl2FN2P (charge +1).

Computed properties:
Total charge   +1
SMILES string   C[C@@H](Cl)CC1=[NH+][C@](CCCCN)(P(C)C)[C@@](F)(Cl)C1
Frontier orbital gap   7.598 eV

Geometry (Å):
C (2.7547, -1.0506, 2.2991)
C (3.4867, 0.2396, 1.9116)
Cl (5.1929, 0.1862, 2.4516)
C (3.5308, 0.5296, 0.3963)
C (2.1972, 0.7754, -0.2576)
N (1.1419, 0.0438, -0.1164)
C (-0.0503, 0.4453, -0.9369)
C (-0.9876, 1.3099, -0.0307)
C (-1.5752, 0.7662, 1.2903)
C (-3.0000, 0.1553, 1.3088)
C (-3.8655, 0.2951, 0.0504)
N (-5.2647, 0.0146, 0.3874)
P (-0.8592, -1.0432, -1.8081)
C (-0.9286, -2.2289, -0.3818)
C (0.5660, -1.8369, -2.6776)
C (0.6793, 1.4062, -1.9509)
F (1.1457, 0.6759, -3.0116)
Cl (-0.3160, 2.6951, -2.6061)
C (1.8929, 1.9161, -1.1840)
H (3.2854, -1.5613, 3.1051)
H (2.7138, -1.7608, 1.4598)
H (1.7419, -0.8436, 2.6619)
H (3.0571, 1.1026, 2.4270)
H (4.0071, -0.3273, -0.1052)
H (4.1641, 1.4003, 0.1989)
H (1.1225, -0.7790, 0.4709)
H (-1.7699, 1.7257, -0.6710)
H (-0.3645, 2.1724, 0.2575)
H (-1.5976, 1.6207, 1.9769)
H (-0.8524, 0.0749, 1.7478)
H (-3.5762, 0.6428, 2.1046)
H (-2.9557, -0.9017, 1.5967)
H (-3.5035, -0.3692, -0.7471)
H (-3.8042, 1.3211, -0.3379)
H (-5.8833, 0.6292, -0.1218)
H (-5.5226, -0.9235, 0.1139)
H (-0.1970, -3.0317, -0.5286)
H (-1.9280, -2.6676, -0.3450)
H (-0.7389, -1.7765, 0.5905)
H (0.5478, -1.5425, -3.7274)
H (1.5483, -1.5775, -2.2690)
H (0.4303, -2.9185, -2.5997)
H (1.6208, 2.7751, -0.5559)
H (2.7138, 2.2214, -1.8367)

***

ORCA calculation (ωB97M-V/def2-TZVPD) on a molecular structure, C13H25EuN4O2P2.

Computed properties:
Expectation value of S²   12.013
2S+1   7
Frontier orbital gap (alpha / beta)   7.491 / 7.528 eV

Geometry (Å):
C (-0.8151, 0.9414, -4.2458)
C (-0.8348, 0.4179, -2.9536)
N (-0.0643, 0.9588, -1.9804)
C (0.8113, 1.9512, -2.2627)
C (0.8967, 2.4899, -3.5428)
C (0.0631, 1.9922, -4.5585)
C (-1.7172, -0.7914, -2.6291)
P (-2.2368, -0.8960, -0.8546)
Eu (-0.0254, -0.1711, 0.2960)
P (2.1145, 1.3309, 0.2090)
C (1.6447, 2.5490, -1.1146)
O (-0.5442, -3.5659, -2.9390)
O (0.5312, -3.7602, -0.4706)
H (-1.5027, 0.5167, -4.9985)
H (1.6106, 3.3147, -3.7253)
H (0.0995, 2.4128, -5.5693)
C (-3.6017, 0.2175, -0.4743)
C (-2.6502, -2.5849, -0.4040)
H (2.6061, 2.9824, -1.4474)
H (1.0369, 3.3077, -0.5735)
H (-1.1952, -1.7766, -2.8439)
H (-2.6944, -0.7367, -3.1493)
C (2.3464, 2.2056, 1.7755)
C (3.6378, 0.4714, -0.2450)
H (0.8156, -2.7633, -0.5404)
H (0.3283, -3.9339, 0.4617)
H (-0.1902, -3.8649, -2.0574)
H (0.2269, -3.5694, -3.5183)
H (-0.8957, 1.4938, 0.8075)
H (1.0314, -1.5025, -0.8034)
H (-4.4775, -0.1702, -1.0278)
H (-3.7736, 0.2172, 0.6260)
H (-3.3320, 1.2513, -0.7754)
H (-3.5166, -2.8714, -1.0255)
H (-1.7873, -3.2634, -0.5796)
H (-2.8951, -2.6296, 0.6790)
H (4.4550, 1.2150, -0.2720)
H (3.8257, -0.3245, 0.5088)
H (3.4774, -0.0323, -1.2198)
H (3.2181, 2.8751, 1.6684)
H (1.4261, 2.7699, 2.0279)
H (2.5067, 1.4633, 2.5862)
N (0.1953, -0.9381, 2.3786)
C (0.1049, -0.8027, 3.5500)
N (0.0298, -0.8997, 4.8217)
C (-0.0074, 0.1255, 5.6008)
N (-0.0458, 0.9963, 6.3775)